ORCA calculation (the ωB97M-V functional and the def2-TZVPD basis) on a molecular structure, C12H32B2F8O12PtS4 in a non-equilibrium geometry.

```
71
Properties=species:S:1:pos:R:3:lowdin_charge:R:1
Pt 0.398 0.970 -0.115 1.453
B 3.090 0.321 0.174 -1.233
F 1.955 -0.410 -0.326 0.004
F 4.161 -0.074 -0.591 0.167
F 2.675 1.693 0.091 0.061
F 3.258 -0.057 1.496 0.149
B -1.957 2.628 0.087 -1.252
F -1.843 1.307 -0.437 0.024
F -2.944 3.325 -0.605 0.137
F -2.285 2.547 1.437 0.133
F -0.657 3.135 -0.154 0.071
O 0.885 1.923 1.861 -0.369
S 0.988 2.522 3.159 0.684
O 0.497 3.870 3.413 -0.259
O 0.318 1.407 4.122 -0.246
C -0.033 1.765 5.455 -0.289
C -1.534 1.624 5.655 -0.045
C 2.722 2.472 3.693 -0.062
H 0.282 2.758 5.793 0.120
H 0.537 1.083 6.098 0.123
H -2.037 2.284 4.953 0.090
H -1.686 1.815 6.719 0.085
H -1.791 0.578 5.485 0.062
H 2.796 1.840 4.573 0.072
H 3.083 3.488 3.801 0.072
H 3.252 1.966 2.886 0.056
O -0.619 -0.579 1.340 -0.359
S -1.270 -1.793 1.765 0.647
O -1.018 -3.037 1.108 -0.247
O -0.939 -1.959 3.346 -0.234
C -1.405 -3.167 3.943 -0.297
C -1.611 -2.997 5.427 -0.059
C -3.012 -1.301 1.882 -0.073
H -0.768 -4.027 3.730 0.124
H -2.365 -3.505 3.537 0.109
H -2.318 -3.688 5.886 0.082
H -1.941 -1.972 5.600 0.072
H -0.703 -3.241 5.985 0.080
H -3.501 -1.087 0.935 0.079
H -2.962 -0.353 2.421 0.074
H -3.602 -1.995 2.477 0.063
O -2.560 -2.735 -1.725 -0.266
S -1.620 -1.819 -2.312 0.647
O -0.762 -0.953 -1.553 -0.330
O -0.722 -2.645 -3.433 -0.251
C -0.513 -4.030 -3.215 -0.299
C -0.164 -4.675 -4.538 -0.068
C -2.472 -0.812 -3.484 -0.107
H -1.408 -4.533 -2.829 0.111
H 0.215 -4.317 -2.449 0.129
H -0.367 -5.747 -4.549 0.080
H 0.892 -4.534 -4.767 0.076
H -0.826 -4.287 -5.314 0.082
H -2.972 -1.444 -4.212 0.077
H -1.865 -0.085 -4.031 0.058
H -3.141 -0.106 -2.986 0.087
O 0.820 1.192 -2.341 -0.359
S 1.242 1.077 -3.707 0.657
O 0.277 1.025 -4.760 -0.264
O 2.317 2.254 -3.995 -0.225
C 1.882 3.330 -4.825 -0.270
C 3.074 4.088 -5.422 -0.063
C 2.341 -0.396 -3.761 -0.045
H 1.215 4.066 -4.377 0.130
H 1.351 2.889 -5.672 0.106
H 3.569 4.653 -4.628 0.078
H 2.713 4.837 -6.124 0.080
H 3.824 3.437 -5.866 0.078
H 1.726 -1.229 -3.438 0.064
H 3.098 -0.130 -3.024 0.064
H 2.740 -0.450 -4.768 0.074
```

Summary:
- Kohn-Sham gap (alpha / beta) (eV) = 10.7065 / 8.4961
- HOMO energy (alpha / beta) (eV) = -10.320 / -9.855
- energy (eV) = -107219.6740
- 2S+1 = 3
- strongest force on any atom (Eh/bohr) = 0.0465

=====

ORCA calculation (the ωB97M-V functional and the def2-TZVPD basis) on 8 unconnected molecules or ions with the total composition C12H32Cl8O8 in a non-equilibrium geometry.

```
60
Properties=species:S:1:pos:R:3:lowdin_charge:R:1
C -9.282 1.790 -22.834 -0.308
C -10.633 1.137 -22.943 -0.288
O -10.789 0.033 -22.139 -0.044
O -9.098 2.541 -21.724 -0.023
H -9.220 2.523 -23.638 0.121
H -8.493 1.052 -22.974 0.131
H -10.861 0.887 -23.979 0.122
H -11.411 1.821 -22.605 0.078
H -10.630 0.289 -21.228 0.081
H -9.210 1.891 -21.027 0.089
C -13.104 7.244 -25.414 -0.184
C -13.391 5.921 -26.172 -0.130
O -13.234 6.037 -27.574 0.239
O -13.922 8.336 -25.704 0.036
H -12.029 7.401 -25.506 0.156
H -13.331 6.970 -24.384 0.116
H -14.426 5.636 -25.980 0.167
H -12.736 5.140 -25.788 0.151
H -13.489 5.169 -27.898 0.062
H -13.993 8.424 -26.657 0.108
C -13.827 5.717 -17.605 -0.198
C -13.254 6.891 -18.465 -0.199
O -13.928 7.143 -19.706 -0.100
O -14.859 6.158 -16.701 -0.073
H -13.063 5.259 -16.978 0.125
H -14.252 4.952 -18.254 0.077
H -12.219 6.672 -18.725 0.114
H -13.305 7.828 -17.911 0.124
H -14.490 7.902 -19.535 0.075
H -15.616 6.505 -17.179 0.063
C -14.926 2.302 -26.701 -0.247
C -14.743 3.071 -28.033 -0.200
O -13.414 3.517 -28.248 -0.061
O -14.302 1.061 -26.669 -0.022
H -15.998 2.204 -26.528 0.140
H -14.403 2.853 -25.920 0.072
H -15.332 3.985 -27.967 0.117
H -15.260 2.519 -28.818 0.136
H -12.852 2.743 -28.175 0.114
H -13.368 1.233 -26.808 0.081
C -14.421 0.523 -21.184 -0.999
Cl -13.704 0.215 -19.598 0.526
Cl -15.827 1.625 -21.022 0.494
H -13.742 1.016 -21.879 -0.012
H -14.797 -0.371 -21.681 0.037
C -14.041 4.773 -21.812 -1.056
Cl -12.939 3.739 -20.945 0.591
Cl -14.398 4.122 -23.394 0.569
H -14.909 4.933 -21.173 -0.022
H -13.467 5.697 -21.877 0.012
C -16.053 8.215 -22.256 -1.088
Cl -16.323 9.947 -22.517 0.544
Cl -17.045 7.179 -23.217 0.531
H -15.025 7.953 -22.506 0.008
H -16.255 7.927 -21.224 0.008
C -16.952 4.282 -18.927 -1.009
Cl -18.090 3.131 -18.251 0.558
Cl -17.535 4.945 -20.525 0.485
H -16.843 5.153 -18.281 0.006
H -15.991 3.769 -18.973 -0.007
```

Summary:
- Kohn-Sham gap (alpha / beta) (eV) = 9.1823 / 2.4866
- HOMO energy (alpha / beta) (eV) = -12.255 / -12.255
- energy (eV) = -129509.4135
- charge = +1
- 2S+1 = 2
- strongest force on any atom (Eh/bohr) = 0.0600

=====

ORCA calculation (the ωB97M-V functional and the def2-TZVPD basis) on a molecular structure, C12H32CoFN2O10P2 in a non-equilibrium geometry.

```
60
Properties=species:S:1:pos:R:3:lowdin_charge:R:1
Co 22.587 18.984 6.713 1.049
F 21.730 19.701 8.301 -0.426
C 18.237 20.737 8.612 -0.001
C 18.242 19.581 9.598 -0.568
O 17.389 19.454 10.454 0.055
N 19.363 18.825 9.498 -0.017
C 19.839 17.718 10.285 -0.075
H 17.195 20.990 8.436 0.087
H 18.771 20.510 7.690 0.065
H 18.752 21.559 9.113 0.080
H 20.021 19.205 8.831 0.054
H 19.137 16.885 10.304 0.089
H 20.228 17.918 11.286 0.080
H 20.722 17.383 9.732 0.069
C 23.233 22.002 14.513 -0.002
C 23.077 21.504 13.082 -0.540
O 24.094 21.434 12.403 0.028
N 21.801 21.368 12.659 0.024
C 21.419 20.951 11.344 -0.072
H 24.064 21.525 15.023 0.084
H 22.347 21.848 15.132 0.075
H 23.372 23.081 14.449 0.091
H 21.128 21.750 13.300 0.137
H 21.855 20.005 11.026 0.065
H 21.556 21.673 10.535 0.069
H 20.345 20.754 11.331 0.086
C 23.965 15.168 7.392 -0.060
O 24.978 15.827 8.155 -0.181
P 24.907 17.320 8.641 0.392
O 24.002 18.169 7.828 -0.277
O 26.371 17.868 8.618 -0.180
C 27.428 17.004 9.100 -0.053
O 24.486 17.210 10.156 -0.173
C 24.644 18.474 10.869 -0.054
H 23.443 14.402 7.955 0.102
H 24.500 14.748 6.541 0.101
H 23.220 15.820 6.929 0.069
H 27.894 17.498 9.954 0.097
H 28.189 16.908 8.333 0.100
H 27.127 16.037 9.498 0.096
H 25.664 18.851 10.895 0.094
H 24.412 18.233 11.903 0.102
H 23.931 19.204 10.494 0.065
C 25.013 22.144 9.091 -0.080
O 25.206 22.520 7.726 -0.154
P 24.163 22.087 6.633 0.401
O 23.852 20.636 6.668 -0.264
O 22.929 23.064 6.750 -0.166
C 21.878 22.774 7.666 -0.089
O 24.941 22.588 5.366 -0.163
C 24.227 22.586 4.129 -0.085
H 24.102 21.585 9.321 0.062
H 24.963 23.035 9.715 0.103
H 25.782 21.522 9.549 0.095
H 22.189 22.330 8.610 0.050
H 21.137 22.040 7.335 0.076
H 21.312 23.680 7.864 0.104
H 23.148 22.731 4.124 0.093
H 24.343 21.557 3.755 0.088
H 24.730 23.132 3.337 0.099
```

Summary:
- Kohn-Sham gap (alpha / beta) (eV) = 6.4789 / 6.1847
- HOMO energy (alpha / beta) (eV) = -11.416 / -11.416
- energy (eV) = -95339.0907
- charge = +1
- 2S+1 = 4
- strongest force on any atom (Eh/bohr) = 0.0725

=====

> Which of these has the lowest strongest force on any atom?

C12H32B2F8O12PtS4

=====

> The lowest strongest force on any atom belongs to which entry?

C12H32B2F8O12PtS4

=====

> Which of these has the highest 2S+1?

C12H32CoFN2O10P2